Arrangement 1

{
  "formula": "C4H6F2O",
  "method": "ωB97M-V/def2-TZVPD",
  "smiles": "O=CC(CF)CF",
  "charge": 0,
  "spin_multiplicity": 1,
  "gap_ev": 10.8,
  "species": ["C", "C", "C", "C", "H", "H", "H", "H", "H", "H", "O", "F", "F"],
  "positions_angstrom": [[-0.220, 1.303, 0.154], [0.069, -0.083, -0.375], [-0.822, -1.199, 0.059], [1.500, -0.278, 0.024], [0.500, 2.050, -0.095], [-0.365, 1.245, 1.242], [0.110, -0.073, -1.464], [-0.404, -2.188, -0.121], [-1.014, -1.029, 1.135], [1.588, -0.587, 1.126], [2.467, 0.008, -0.686], [-1.371, 1.859, -0.436], [-2.037, -1.028, -0.564]],
  "mulliken_charge": [-0.58, 0.44, -0.55, -0.12, 0.33, 0.30, 0.31, 0.35, 0.27, 0.29, -0.47, -0.29, -0.28]
}

Arrangement 2

{
  "formula": "C4H6F2O",
  "method": "ωB97M-V/def2-TZVPD",
  "charge": 0,
  "spin_multiplicity": 1,
  "gap_ev": 9.7,
  "species": ["C", "C", "C", "C", "O", "F", "F", "H", "H", "H", "H", "H", "H"],
  "positions_angstrom": [[0.257, 0.223, -0.192], [1.679, -0.080, -0.310], [-0.316, 1.389, 0.559], [-1.266, -1.514, -0.211], [0.975, 0.311, -1.395], [2.137, -1.352, -0.195], [2.536, 0.727, 0.181], [-0.678, 1.090, 1.497], [-1.334, 1.653, 0.154], [0.315, 2.268, 0.582], [-1.982, -0.802, -0.794], [-1.518, -1.588, 0.831], [-0.806, -2.326, -0.708]],
  "mulliken_charge": [0.06, 0.94, -1.17, -0.79, -0.44, -0.25, -0.24, 0.35, 0.29, 0.36, 0.26, 0.30, 0.31]
}

The structure with the greatest stability is arrangement 1.

Arrangement 1

{
  "formula": "C6H33NO12",
  "method": "ωB97M-V/def2-TZVPD",
  "charge": 0,
  "spin_multiplicity": 1,
  "gap_ev": 8.9,
  "species": ["O", "C", "C", "C", "C", "C", "C", "N", "H", "H", "H", "H", "H", "H", "H", "H", "H", "H", "H", "H", "H", "O", "H", "H", "O", "H", "H", "O", "H", "H", "O", "H", "H", "O", "H", "H", "O", "H", "H", "O", "H", "H", "O", "H", "H", "O", "H", "H", "O", "H", "H", "O"],
  "positions_angstrom": [[0.911, -2.004, -2.622], [0.751, -2.815, -1.743], [1.901, -3.485, -1.019], [2.087, -2.897, 0.382], [1.013, -3.116, 1.396], [0.002, -3.980, 1.181], [-0.283, -1.552, 2.847], [0.990, -2.239, 2.509], [-0.274, -3.030, -1.385], [1.727, -4.573, -0.923], [2.840, -3.451, -1.590], [2.149, -1.820, 0.321], [3.118, -3.164, 0.634], [-0.954, -3.921, 1.706], [-0.013, -4.746, 0.405], [0.007, -0.709, 3.444], [-0.883, -1.234, 1.996], [-0.887, -2.232, 3.457], [1.459, -2.698, 3.275], [-2.796, 0.258, -1.973], [-2.553, -1.025, -2.222], [-3.277, -0.570, -1.741], [4.068, 2.684, 0.251], [3.591, 1.618, -0.737], [3.615, 2.565, -0.591], [0.573, 3.730, -0.417], [-0.681, 4.364, 0.091], [-0.100, 4.365, -0.695], [1.613, 0.218, 1.561], [1.079, 1.337, 0.692], [1.450, 0.423, 0.638], [-0.861, 2.284, -0.066], [-1.224, 1.368, -1.029], [-1.685, 1.800, -0.260], [-2.223, 3.593, 1.797], [-2.920, 4.293, 0.651], [-2.195, 4.417, 1.270], [-1.320, 0.112, -3.034], [-0.166, 0.820, -2.555], [-1.095, 1.028, -2.754], [-3.085, 1.322, 2.648], [-2.544, 1.557, 1.279], [-2.365, 1.798, 2.219], [1.155, 2.067, -2.226], [-0.175, 2.900, -1.934], [0.238, 2.018, -1.928], [-0.570, 2.380, 1.925], [0.612, 3.300, 2.237], [0.225, 2.752, 1.533], [-1.098, -2.630, -2.757], [0.013, -1.763, -3.072], [-0.957, -1.714, -3.075]],
  "mulliken_charge": [-0.49, -0.01, -0.92, -0.49, 0.49, -1.05, -1.05, -0.19, 0.35, 0.34, 0.43, 0.11, 0.37, 0.25, 0.35, 0.39, 0.32, 0.41, 0.28, 0.38, 0.47, -0.70, 0.29, 0.31, -0.61, 0.28, 0.50, -0.75, 0.26, 0.31, -0.55, 0.15, 0.57, -0.56, 0.39, 0.33, -0.70, 0.28, 0.33, -0.81, 0.31, 0.30, -0.79, 0.17, 0.42, -0.63, 0.34, 0.25, -0.55, 0.26, 0.81, -0.96]
}

Arrangement 2

{
  "formula": "C6H33NO12",
  "method": "ωB97M-V/def2-TZVPD",
  "smiles": "C=CC[C@H](C=O)NC.O.O.O.O.O.O.O.O.O.O.O",
  "charge": 0,
  "spin_multiplicity": 1,
  "gap_ev": 8.1,
  "species": ["C", "N", "C", "C", "C", "C", "C", "O", "H", "H", "H", "H", "H", "H", "H", "H", "H", "H", "H", "H", "H", "O", "H", "H", "O", "H", "H", "O", "H", "H", "O", "H", "H", "O", "H", "H", "O", "H", "H", "O", "H", "H", "O", "H", "H", "O", "H", "H", "O", "H", "H", "O"],
  "positions_angstrom": [[-2.231, -0.684, -0.704], [-1.262, 0.371, -0.364], [0.085, 0.028, 0.215], [0.692, 1.163, 1.057], [0.319, 1.063, 2.549], [0.334, -0.149, 3.216], [0.911, -0.163, -1.098], [0.802, -1.359, -1.386], [-1.666, -1.613, -0.591], [-3.201, -0.627, -0.199], [-2.535, -0.741, -1.775], [-1.073, 0.940, -1.181], [0.153, -0.886, 0.729], [1.719, 1.037, 1.069], [0.559, 2.195, 0.564], [0.117, 2.043, 2.867], [0.810, -0.936, 2.576], [0.334, -0.363, 4.310], [1.500, 0.511, -1.539], [1.415, -4.270, -1.038], [1.876, -3.968, 0.372], [1.847, -4.742, -0.233], [3.914, 2.770, 0.624], [4.145, 1.913, -0.476], [3.357, 2.324, -0.002], [-2.361, -4.275, 0.357], [-1.190, -3.234, 1.194], [-1.648, -4.065, 1.114], [-2.928, -1.575, 3.678], [-2.505, -2.208, 2.347], [-2.683, -2.357, 3.286], [0.728, 2.875, -3.547], [1.318, 1.249, -3.467], [1.153, 2.063, -4.022], [-3.308, 1.930, -2.090], [-4.388, 0.929, -1.528], [-3.739, 1.091, -2.256], [-0.824, 1.417, -3.778], [-1.715, 0.315, -4.026], [-1.232, 0.694, -3.290], [3.192, -0.671, 3.467], [3.053, -1.704, 2.279], [3.073, -0.726, 2.493], [1.340, -3.355, 2.518], [0.286, -2.587, 1.700], [1.251, -2.699, 1.826], [-2.004, 3.367, -0.864], [-0.948, 4.005, -1.714], [-1.812, 3.690, -1.672], [2.063, 3.491, -1.906], [1.655, 3.056, -0.405], [1.254, 3.426, -1.254]],
  "mulliken_charge": [-0.72, 0.02, 2.30, -0.69, -0.34, -0.58, -0.34, -0.60, 0.17, 0.25, 0.26, 0.00, -1.52, 0.49, 0.16, 0.45, -0.13, 0.37, 0.73, 0.33, 0.35, -0.67, 0.23, 0.28, -0.53, 0.34, 0.19, -0.63, 0.30, 0.33, -0.60, 0.32, 0.35, -0.68, 0.32, 0.30, -0.60, 0.26, 0.21, -0.42, 0.31, 0.29, -0.62, 0.31, -0.01, -0.49, 0.30, 0.25, -0.60, 0.32, 0.30, -0.61]
}

The structure with the greatest stability is arrangement 2.